No. 1
{"formula": "C10H30O10", "method": "ωB97M-V/def2-TZVPD", "species": ["C", "C", "O", "O", "H", "H", "H", "H", "H", "H", "C", "C", "O", "O", "H", "H", "H", "H", "H", "H", "C", "C", "O", "O", "H", "H", "H", "H", "H", "H", "C", "C", "O", "O", "H", "H", "H", "H", "H", "H", "C", "C", "O", "O", "H", "H", "H", "H", "H", "H"], "coordinates": [[0.6848, 1.2307, -3.0643], [-0.5684, 1.0756, -3.9430], [-1.6203, 0.4223, -3.2882], [1.1733, 2.5624, -3.1925], [1.4422, 0.4989, -3.3667], [0.4285, 1.0308, -2.0208], [-0.3283, 0.4930, -4.8326], [-0.8699, 2.0694, -4.2991], [-1.9710, 1.0245, -2.6164], [1.9155, 2.6855, -2.5945], [1.0136, -2.7999, -2.5870], [0.1803, -3.6412, -1.6401], [-0.6324, -2.7938, -0.8404], [0.2569, -1.8095, -3.2230], [1.4700, -3.4335, -3.3562], [1.8634, -2.3812, -2.0182], [0.8462, -4.2358, -1.0058], [-0.4832, -4.3245, -2.1717], [-0.1454, -2.5598, -0.0326], [-0.4057, -1.5047, -2.5844], [-4.4759, 1.8446, 0.6233], [-3.1957, 1.1235, 0.2254], [-2.5540, 1.7059, -0.8865], [-4.1217, 3.1964, 0.9653], [-4.8555, 1.3583, 1.5266], [-5.2130, 1.8422, -0.1783], [-3.4535, 0.0912, -0.0057], [-2.5581, 1.1723, 1.1175], [-2.2170, 2.5822, -0.6765], [-4.7035, 3.7995, 0.4978], [2.4292, -0.1140, 4.4680], [2.2732, -1.4898, 3.8571], [2.8908, -1.5896, 2.5719], [3.6607, -0.0284, 5.1411], [1.5833, 0.0776, 5.1421], [2.3484, 0.5918, 3.6291], [1.2096, -1.7032, 3.7320], [2.6525, -2.2803, 4.5131], [3.8437, -1.5968, 2.7025], [3.8188, 0.8890, 5.3805], [0.3437, -0.1461, 0.3091], [0.4196, 1.1974, 0.9729], [1.7780, 1.6144, 0.9758], [0.3908, -1.2663, 1.1936], [1.1010, -0.2605, -0.4671], [-0.6336, -0.2556, -0.1663], [0.0221, 1.1452, 1.9880], [-0.1639, 1.8913, 0.3559], [1.8647, 2.3582, 1.5790], [1.2656, -1.3596, 1.5901]], "smiles": "OCCO.OCCO.OCCO.OCCO.OCCO", "lumo_energy_ev": 0.3, "de_lowest_ev": 0.181}


No. 2
{"formula": "C10H30O5", "method": "ωB97M-V/def2-TZVPD", "species": ["C", "C", "O", "H", "H", "H", "H", "H", "H", "C", "C", "O", "H", "H", "H", "H", "H", "H", "C", "C", "O", "H", "H", "H", "H", "H", "H", "C", "C", "O", "H", "H", "H", "H", "H", "H", "C", "C", "O", "H", "H", "H", "H", "H", "H"], "coordinates": [[0.7622, 3.3315, -3.0158], [-0.7213, 3.0569, -3.2674], [-1.4719, 4.2211, -2.8954], [1.3723, 2.6317, -3.5946], [1.0178, 3.0584, -1.9843], [1.0994, 4.3440, -3.2136], [-1.0093, 2.1590, -2.7247], [-0.8093, 2.9812, -4.3579], [-2.3936, 3.9624, -2.7943], [-0.7393, 3.2250, 1.1137], [-0.9729, 4.5083, 0.3247], [-0.8461, 5.6003, 1.2355], [-0.7424, 2.3413, 0.4719], [-1.4139, 3.1084, 1.9609], [0.2641, 3.2449, 1.5496], [-1.8994, 4.4407, -0.2478], [-0.1763, 4.6024, -0.4189], [-0.4412, 6.3286, 0.7594], [-2.7260, -2.1122, 2.4398], [-2.9955, -3.4545, 1.7540], [-4.3509, -3.8280, 2.0254], [-2.2242, -1.3909, 1.7927], [-2.0816, -2.2298, 3.3158], [-3.6453, -1.6562, 2.8002], [-2.3345, -4.2643, 2.0741], [-2.8297, -3.3336, 0.6772], [-4.3928, -4.7693, 2.2029], [3.6728, -3.7584, 0.1495], [2.3404, -4.4802, 0.3360], [1.3215, -3.5644, 0.7260], [4.5110, -4.4285, -0.0616], [4.0324, -3.1573, 0.9885], [3.5408, -3.0872, -0.6988], [2.3547, -5.3505, 0.9971], [2.0775, -4.8725, -0.6469], [1.5230, -3.2224, 1.6026], [2.0957, -0.2030, 0.0589], [0.6213, -0.2681, -0.3209], [0.2294, -1.4789, -0.9079], [2.2634, -0.8480, 0.9242], [2.3744, 0.7964, 0.4029], [2.7473, -0.4711, -0.7712], [0.3764, 0.5670, -0.9819], [0.0545, -0.0532, 0.5979], [0.5655, -2.2268, -0.3772]], "smiles": "CCO.CCO.CCO.CCO.CCO", "lumo_energy_ev": 0.6, "de_lowest_ev": 1.023}


No. 3
{"formula": "C10H30O5PbS5", "method": "ωB97M-V/def2-TZVPD", "species": ["Pb", "C", "S", "O", "C", "H", "H", "H", "H", "H", "H", "C", "S", "O", "C", "H", "H", "H", "H", "H", "H", "C", "S", "O", "C", "H", "H", "H", "H", "H", "H", "C", "S", "O", "C", "H", "H", "H", "H", "H", "H", "C", "S", "O", "C", "H", "H", "H", "H", "H", "H"], "coordinates": [[0.0197, -0.0201, 0.5961], [0.3341, 6.4892, -0.2153], [1.9170, 5.5965, -0.0432], [1.5658, 4.1292, 0.4018], [2.1987, 5.4824, -1.9065], [-0.3090, 6.0476, 0.5461], [-0.2739, 6.3448, -1.1083], [0.4702, 7.5596, -0.0611], [3.1854, 5.0382, -2.0376], [2.1226, 6.4269, -2.4453], [1.4578, 4.7559, -2.2401], [6.3550, 0.5271, -3.0261], [5.6957, -0.6851, -1.8633], [4.5425, 0.0148, -1.1416], [7.1266, -0.6191, -0.6701], [5.6665, 0.5190, -3.8711], [7.3740, 0.2790, -3.3230], [6.3651, 1.4721, -2.4830], [6.9197, -1.3361, 0.1243], [7.3360, 0.4085, -0.3728], [8.0762, -0.8610, -1.1474], [-5.0306, 4.7689, 3.2141], [-4.7830, 3.0030, 2.8169], [-3.3188, 2.8405, 2.2784], [-4.6007, 2.6018, 4.5975], [-5.9306, 4.9936, 3.7865], [-5.0289, 5.4119, 2.3340], [-4.1900, 5.0185, 3.8616], [-4.4593, 1.5258, 4.6992], [-5.4444, 3.0803, 5.0948], [-3.6949, 3.1008, 4.9420], [-4.4550, -4.0487, -1.5365], [-4.8459, -3.1785, 0.0266], [-3.7190, -2.2597, 0.4548], [-6.0309, -1.9913, -0.8058], [-4.0740, -5.0383, -1.2839], [-3.8047, -3.3995, -2.1227], [-5.2883, -4.3998, -2.1451], [-5.5442, -1.3109, -1.5046], [-6.3580, -1.3493, 0.0121], [-6.8926, -2.5340, -1.1942], [2.7130, -6.4313, 1.1583], [1.1588, -5.9799, 0.3002], [1.2609, -4.5121, -0.0277], [1.2496, -6.8361, -1.4239], [2.6505, -7.4509, 1.5384], [2.9826, -5.7665, 1.9790], [3.5690, -6.3994, 0.4842], [0.3196, -6.6082, -1.9447], [1.3458, -7.9119, -1.2775], [2.0980, -6.5081, -2.0246]], "total_charge": 2, "lumo_energy_ev": -10.4, "de_lowest_ev": 8.559}


No. 4
{"formula": "C10H30O7", "method": "ωB97M-V/def2-TZVPD", "species": ["C", "O", "C", "C", "O", "C", "H", "H", "H", "H", "H", "H", "H", "H", "H", "H", "C", "O", "C", "C", "O", "C", "H", "H", "H", "H", "H", "H", "H", "H", "H", "H", "O", "H", "H", "C", "O", "H", "H", "H", "H", "C", "O", "H", "H", "H", "H"], "coordinates": [[-3.5245, 3.9859, -1.4559], [-3.3800, 2.8653, -0.6119], [-2.0793, 2.3490, -0.5956], [-1.7658, 1.4259, -1.7618], [-2.2655, 0.1302, -1.4780], [-1.7058, -0.8692, -2.2891], [-3.2191, 4.9037, -0.9466], [-4.5697, 4.0342, -1.7573], [-2.9342, 3.8840, -2.3759], [-1.9570, 1.7571, 0.3160], [-1.3202, 3.1416, -0.5305], [-0.6879, 1.4190, -1.9397], [-2.2882, 1.8042, -2.6539], [-2.1174, -0.8345, -3.3059], [-2.0090, -1.8273, -1.8674], [-0.6124, -0.8631, -2.3107], [-1.3085, -0.0743, 2.3627], [-0.0918, 0.1715, 1.7011], [0.6151, 1.2547, 2.2674], [1.9369, 1.5158, 1.5686], [1.8936, 1.7962, 0.1998], [1.8551, 0.6801, -0.6389], [-1.8066, -0.8989, 1.8600], [-1.9640, 0.8077, 2.3508], [-1.1454, -0.3268, 3.4195], [0.8800, 1.0158, 3.3156], [-0.0353, 2.1369, 2.3439], [2.6214, 0.6863, 1.7925], [2.3643, 2.3935, 2.0662], [2.2668, 0.9553, -1.6119], [0.8415, 0.2864, -0.7870], [2.4492, -0.1801, -0.3001], [-3.1184, -2.1732, 0.1693], [-3.1481, -1.2489, -0.1189], [-3.9716, -2.3399, 0.5798], [0.7483, -2.9592, -0.0303], [1.2192, -2.2248, 1.0596], [0.9097, -2.4228, -0.9778], [1.3436, -3.8727, -0.0867], [-0.3030, -3.2619, 0.0284], [0.7195, -1.4135, 1.2281], [4.7700, -2.9928, 0.4504], [5.8400, -2.2130, -0.0708], [5.1428, -3.8246, 1.0609], [4.1940, -2.3321, 1.0881], [4.1830, -3.4441, -0.3532], [6.5348, -2.8025, -0.3728]], "smiles": "COCCOC.COCCOC.CO.CO.O", "lumo_energy_ev": 0.8, "de_lowest_ev": 2.216}


No. 5
{"formula": "C10H31B3BrN9O23S", "method": "ωB97M-V/def2-TZVPD", "species": ["O", "S", "O", "C", "B", "O", "B", "O", "B", "Br", "O", "H", "H", "H", "H", "C", "N", "O", "O", "H", "H", "H", "C", "N", "O", "O", "H", "H", "H", "C", "N", "O", "O", "H", "H", "H", "C", "N", "O", "O", "H", "H", "H", "C", "N", "O", "O", "H", "H", "H", "C", "N", "O", "O", "H", "H", "H", "C", "N", "O", "O", "H", "H", "H", "C", "N", "O", "O", "H", "H", "H", "C", "N", "O", "O", "H", "H", "H"], "coordinates": [[0.8732, 0.9500, 2.0125], [1.2017, 1.4459, 0.6983], [1.2503, 0.4463, -0.3426], [0.0741, 2.7006, 0.1821], [-1.3713, 2.5475, 0.8052], [-1.6240, 2.5301, 2.1622], [-2.3728, 1.3817, 2.4535], [-3.5528, 1.2133, 1.7484], [-3.3075, 1.3888, 0.4059], [-4.0521, 0.1616, -0.8590], [-2.4764, 2.4132, -0.0316], [2.3886, 2.0757, 0.7954], [0.5046, 3.6930, 0.3281], [-0.0114, 2.5639, -0.8984], [-1.9009, 0.5813, 3.1873], [4.3714, 0.5389, -1.2263], [4.7824, 1.9066, -1.6474], [3.9262, 2.6381, -2.1063], [5.9470, 2.2030, -1.4983], [3.3138, 0.4210, -1.4223], [4.9637, -0.1729, -1.7941], [4.5891, 0.4529, -0.1648], [4.1871, 5.9535, 1.5222], [3.9561, 4.5581, 1.0653], [4.9129, 3.8591, 0.8403], [2.7946, 4.1996, 0.9487], [5.2564, 6.1170, 1.5767], [3.7187, 6.6116, 0.7967], [3.7156, 6.0560, 2.4950], [1.4450, -2.1574, -2.1395], [2.6859, -2.8703, -2.5395], [2.8626, -3.9980, -2.1278], [3.4574, -2.2722, -3.2659], [0.8651, -2.8097, -1.4978], [1.7394, -1.2553, -1.6178], [0.9031, -1.9087, -3.0470], [1.7118, -7.1081, -3.2716], [0.4901, -6.8435, -2.4640], [0.2420, -7.5916, -1.5436], [-0.1806, -5.8843, -2.7893], [2.2073, -7.9849, -2.8726], [1.3912, -7.2651, -4.2971], [2.3414, -6.2259, -3.1932], [-6.5273, 3.2694, 4.6377], [-5.4029, 2.3740, 4.2522], [-5.2984, 1.3092, 4.8278], [-4.6588, 2.7662, 3.3785], [-7.0969, 2.7831, 5.4203], [-6.0909, 4.2019, 4.9821], [-7.1295, 3.4328, 3.7491], [-4.8560, -1.9764, 4.5705], [-4.6897, -1.9985, 3.0911], [-3.5670, -1.8924, 2.6481], [-5.7004, -2.1137, 2.4294], [-3.8770, -1.8658, 5.0206], [-5.4985, -1.1344, 4.8090], [-5.3238, -2.9135, 4.8568], [-0.4199, 1.9771, 5.5795], [-0.6472, 2.7187, 6.8499], [-1.4237, 2.2473, 7.6543], [-0.0360, 3.7576, 6.9940], [-1.0261, 1.0796, 5.5920], [-0.7055, 2.6341, 4.7629], [0.6369, 1.7353, 5.5245], [4.6754, -1.6796, -6.4703], [3.9311, -1.3295, -7.7117], [3.1042, -2.1186, -8.1181], [4.2079, -0.2711, -8.2356], [4.3238, -2.6415, -6.1185], [5.7304, -1.7103, -6.7251], [4.4776, -0.9009, -5.7404], [-3.3246, -2.7562, -4.0680], [-2.0470, -2.0142, -3.8881], [-1.3607, -1.8097, -4.8668], [-1.7768, -1.6647, -2.7577], [-3.4301, -3.0016, -5.1178], [-3.2680, -3.6486, -3.4517], [-4.1247, -2.1059, -3.7267]], "lumo_energy_ev": -0.5}


HOMO-LUMO gap per entry: 9.713; 10.475; 2.786; 10.511; 10.083 eV